[1]
DFT (the ωB97M-V functional and the def2-TZVPD basis) results for a single C15H18N2O5S molecule.

Output
Relative energy (zero: lowest compared OMol25 entry of this formula, charge and spin)   50.6 kcal/mol
SMILES   COC(=O)c1cc(S(=O)(=O)NCc2ccccc2OC)cn1C
Highest occupied orbital energy   -8.5 eV

Geometry as XYZ:
```
41
Properties=species:S:1:pos:R:3:forces:R:3
S 3.35835 -0.96964 -0.74746 -0.1241 -0.1939 0.4135
O -2.12013 -0.04269 -2.04100 0.0257 -0.1326 0.0611
O 3.58279 -0.34341 -2.01885 -0.3574 0.0912 0.0398
O 0.69885 2.47118 -1.11753 0.2500 -0.1419 0.1916
O 4.16143 -2.10209 -0.39108 -0.0572 0.0184 0.2289
O -2.91028 -1.44158 -0.47714 0.4017 -0.1541 0.1191
N 3.52736 0.13466 0.50750 0.0788 -0.6478 -0.4340
N -0.25264 -2.04292 0.33153 0.3912 0.0456 -0.1420
C 0.37914 1.89313 0.06777 0.0533 -0.0169 0.4074
C -0.34612 2.84979 -1.98999 -0.2129 0.0742 -0.1980
C 1.44165 1.34625 0.80454 -0.2010 0.3349 -0.0650
C -1.15461 1.19059 1.78579 -0.0085 -0.0244 0.0506
C -0.11095 0.65117 2.51444 -0.0427 -0.0426 0.1431
C -0.91495 1.81209 0.57275 -0.0158 0.2261 -0.2438
C -0.57965 -1.25426 -0.74522 0.5131 0.2923 -0.5146
C -1.91364 -0.85097 -1.16489 -0.2822 0.2020 -0.1642
C 0.59951 -0.81948 -1.33274 -0.5055 -0.1950 -0.0406
C -4.22371 -1.04676 -0.84550 -0.2908 0.2087 -0.2310
C 2.85130 1.40135 0.27046 -0.3624 0.3221 -0.2694
C -1.16092 -2.67133 1.24902 -0.4370 -0.3235 0.4343
C 1.64681 -1.35519 -0.58385 0.5794 0.0470 -0.1407
C 1.17942 0.73870 2.01982 -0.0985 0.1732 -0.0983
C 1.08602 -2.09785 0.43270 0.2778 -0.1431 0.0182
H 1.58406 -2.65416 1.20094 0.0011 -0.1217 0.2394
H 0.14489 3.16179 -2.91020 -0.0682 0.0113 0.0387
H -0.29729 0.17145 3.46362 -0.0180 -0.0389 0.1023
H -1.83380 -3.34789 0.72192 0.0876 0.0399 0.0767
H -0.91724 3.69147 -1.58530 0.0249 -0.0334 0.0019
H -1.01645 2.01130 -2.19856 0.0473 0.0599 0.0368
H 2.00643 0.31559 2.56885 0.0877 -0.0961 0.0614
H 3.39971 2.20244 0.77341 0.0620 -0.1160 -0.0885
H -2.16654 1.13575 2.16123 -0.0882 0.0059 0.0300
H -4.39473 -1.23586 -1.90692 -0.0194 0.0111 0.1050
H 2.82809 1.61938 -0.80276 0.0735 0.1832 0.2061
H 4.50484 0.22211 0.73844 0.2480 -0.0942 -0.0313
H -0.58624 -3.23216 1.98345 0.0304 0.0364 -0.0441
H 0.69072 -0.19692 -2.19862 -0.0572 0.2116 -0.1679
H -1.74244 2.22417 0.01824 -0.0725 0.0363 -0.0978
H -1.76105 -1.91749 1.76028 0.0661 -0.0559 -0.0067
H -4.90049 -1.64003 -0.23606 0.0395 0.0228 -0.0162
H -4.36749 0.01829 -0.65303 -0.0195 -0.0822 -0.0117
```
Forces are in eV/Å.


[2]
DFT (the ωB97M-V functional and the def2-TZVPD basis) results for a single C15H18N2O5Si molecule at a distorted geometry.

Output
Relative energy (zero: lowest compared OMol25 entry of this formula, charge and spin)   4.1 kcal/mol
SMILES   O=C1c2ccccc2C(=O)N1C[Si]12OCCN(CCO1)CCO2
Highest occupied orbital energy   -8.2 eV

Geometry as XYZ:
```
41
Properties=species:S:1:pos:R:3:forces:R:3
Si 0.23056 -0.80928 1.11117 -0.2154 -0.9558 -0.5189
O -3.08486 1.74337 0.98291 0.7469 -0.4652 0.2611
O 1.41075 2.76155 0.49392 -1.9660 -0.5066 0.0653
O -0.65559 -1.24726 -0.22817 0.6892 1.4049 1.0137
O 1.82987 -0.65599 0.70857 -0.9822 0.2470 0.3979
O 0.13988 -2.06993 2.19875 -1.7074 1.8756 -0.5135
N -0.74364 1.82503 0.87827 0.4742 0.7091 -0.6244
N 1.28547 -3.56243 -0.22568 0.0352 0.6965 -0.3013
C -1.01025 -2.58380 -0.38464 -1.0755 -0.7428 -0.3179
C 1.22498 -2.90581 2.22188 2.0796 -0.5108 1.0473
C -0.23157 4.56078 -1.48561 -0.0163 0.0250 0.9566
C 0.06337 -3.37540 -1.08638 1.2579 -0.3244 0.8723
C -0.40633 0.78997 1.80471 0.4860 -0.2092 0.6804
C 2.16938 -1.20682 -0.55235 0.3144 0.9724 -0.2965
C -1.97379 3.35439 -0.34763 1.4935 0.8942 -0.9160
C -1.19028 5.30730 -2.14631 0.4428 -0.6481 0.1253
C -2.53549 5.04027 -1.93374 0.1509 1.2073 -1.2080
C -2.93482 4.11837 -1.01196 -0.4436 -1.3447 1.1371
C 2.44520 -2.68284 -0.53617 -0.5506 -1.2084 0.1037
C 1.21907 -4.01685 1.18328 0.1141 0.2254 -0.6191
C -0.61244 3.58957 -0.56287 -0.8789 0.9608 -0.8825
C -2.04845 2.21320 0.56968 -1.3972 -0.0810 0.4171
C 0.20006 2.71399 0.31419 1.0227 -0.1204 -0.2183
H -0.81898 6.06435 -2.82140 -0.3832 0.0870 -0.1771
H -1.19514 -3.03052 0.59713 -0.1931 -0.1155 -0.1669
H -1.25548 0.66694 2.47056 0.0097 -0.1991 0.2060
H 2.10643 -2.25112 2.18231 0.2802 -0.6477 -0.5329
H 0.38215 -2.82845 -1.98920 -0.0852 -0.3505 0.2523
H -3.23468 5.58456 -2.57130 -0.1382 -0.1271 0.5485
H 0.46466 1.14525 2.36321 -0.1443 0.1516 0.3659
H 3.22811 -2.96519 0.18378 -0.0983 0.3640 -0.2019
H -0.30389 -4.36783 -1.37915 -0.0917 0.1994 0.0040
H 0.78633 4.83226 -1.61239 0.8789 -0.1004 -0.1132
H -3.97837 3.97002 -0.77087 -0.0814 -0.1310 -0.1910
H 3.03314 -0.64091 -0.90351 0.2244 -0.1933 -0.0385
H -1.95749 -2.56623 -0.94136 0.2041 -0.3461 -0.0285
H 0.35270 -4.65961 1.36265 -0.1376 0.1441 -0.3222
H 2.83477 -2.93179 -1.53239 -0.0634 -0.0944 0.0378
H 2.08690 -4.66759 1.38822 -0.0972 0.2357 -0.1106
H 1.33442 -3.31028 3.22438 -0.4003 -0.5792 0.2332
H 1.34337 -0.94526 -1.21649 0.2423 -0.3984 -0.4264
```
Forces are in eV/Å.


[3]
DFT (the ωB97M-V functional and the def2-TZVPD basis) results for a single C15H18N4O3 molecule at a distorted geometry.

Output
Relative energy (zero: lowest compared OMol25 entry of this formula, charge and spin)   23.9 kcal/mol
SMILES   N[C@@H](Cc1c[nH]cn1)C(=O)N[C@@H](Cc1ccccc1)C(=O)O
Highest occupied orbital energy   -8.9 eV

Geometry as XYZ:
```
40
Properties=species:S:1:pos:R:3:forces:R:3
O -0.39738 2.83086 2.30089 1.1794 -2.1348 -0.0435
O 1.79182 -1.05649 1.61258 -0.3137 1.3144 -1.8226
O 0.54112 0.89985 3.05471 -0.7538 2.6268 0.6163
N 4.01238 -1.80352 -0.08044 -0.7805 -0.3877 2.3045
N 2.09476 0.54054 -4.80907 0.6127 -2.1251 1.3505
N 1.49541 0.65499 -2.69691 -0.5570 1.4462 -0.0764
N 1.09614 0.60267 0.09500 0.0900 -1.0591 0.5483
C 1.87127 -0.47408 0.49430 -0.6182 0.1446 2.1371
C -3.93282 0.52355 3.45257 0.5094 0.8395 1.0169
C 2.91331 -0.92897 -0.47963 0.5917 0.3957 -2.1037
C 2.06186 -0.57980 -2.83158 -0.3904 0.6424 -2.0757
C -3.59714 0.10613 0.70310 -0.5996 -0.0048 0.7512
C 2.42448 -0.69061 -4.16835 0.6779 -0.1556 0.1086
C -2.68525 0.19930 2.87257 -0.3483 -0.0192 -0.3823
C 0.02918 1.69857 2.10044 -1.3989 1.1683 -0.1550
C -5.08698 0.67416 2.67551 3.7428 -1.3397 -2.3992
C -0.17191 1.00488 0.73455 0.1124 -1.7848 0.3647
C -1.12017 -0.26156 0.92093 1.0366 -0.4348 -0.1438
C 1.54571 1.31251 -3.85438 -0.7960 -0.5846 0.9973
C 2.18720 -1.57469 -1.69833 -0.3177 0.1360 -1.1747
C -4.84410 0.38173 1.29920 -0.9911 0.1879 -0.5398
C -2.45070 0.04015 1.49491 -1.6997 0.2002 1.0587
H 4.51042 -1.40456 0.75342 -0.5519 -0.1432 -1.1097
H 3.53300 -2.61031 0.36976 0.5901 0.3147 -0.4637
H 3.37753 -0.03057 -0.91357 -0.0851 -0.0490 0.3389
H -0.56192 -0.96760 1.57011 -0.4468 0.3153 -0.3473
H -1.84201 0.00216 3.49783 0.3318 0.2612 0.6441
H -1.29562 -0.81071 -0.03654 0.4965 0.7126 0.4059
H -0.62937 1.66694 0.02553 -0.2785 0.6392 0.0438
H -6.03594 0.92601 3.00813 -1.4691 0.4083 0.7299
H 1.09233 0.88624 -0.90080 0.6968 -0.4429 0.3189
H 1.00409 2.24665 -4.05126 0.7019 -0.3944 0.1325
H 2.39016 0.80338 -5.72759 -0.1277 0.0775 -0.2453
H -5.70211 0.36572 0.60449 0.3731 0.1215 0.4719
H 1.18263 -2.03385 -1.48047 0.9823 0.4437 0.0404
H -3.91336 0.79436 4.55102 -0.2188 -0.6607 -1.3316
H -3.53250 -0.15749 -0.35432 -0.1735 0.2971 0.1898
H 2.98208 -1.53074 -4.63350 -0.6165 1.0407 0.0521
H 0.83160 0.08019 2.69276 0.8767 -1.7164 -0.8919
H 2.83080 -2.32600 -2.16760 -0.0692 -0.2970 0.6837
```
Forces are in eV/Å.


[4]
DFT (the ωB97M-V functional and the def2-TZVPD basis) results for a single C15H18N4O4 molecule at a distorted geometry.

Output
Relative energy (zero: lowest compared OMol25 entry of this formula, charge and spin)   75.9 kcal/mol
SMILES   N[C@@H](Cc1ccc(O)cc1)C(=O)N[C@@H](Cc1c[nH]cn1)C(=O)O
Highest occupied orbital energy   -8.4 eV

Geometry as XYZ:
```
41
Properties=species:S:1:pos:R:3:forces:R:3
O -0.14882 1.62079 2.03233 -0.3270 -0.8308 -0.9341
O -4.08326 0.60849 0.44444 -1.3126 -1.1071 -0.0144
O -4.19599 -0.34622 -1.62368 -0.1645 -0.2215 0.4234
O 4.67723 -2.09637 -0.89156 1.2348 -1.6291 -0.5884
N -0.65548 -2.98936 1.35100 -1.9692 -0.0451 0.2248
N -2.25074 -2.71187 -0.14685 0.1935 1.6891 -1.3703
N -1.68154 1.09692 0.47274 -1.7992 -2.5376 0.7703
N -0.26943 3.87881 0.00075 -3.3837 0.2350 2.9277
C -1.21529 -0.57450 -1.31506 -1.8634 0.7417 -0.9123
C 0.19525 2.53994 -0.17839 0.8425 -1.1239 2.0000
C 1.67494 2.48442 0.25459 -0.5743 -0.0889 0.0688
C -3.58965 0.17293 -0.73457 0.4915 1.2885 -0.3271
C 2.48192 0.70742 -1.21738 -0.0423 0.1915 1.3435
C 2.29259 1.11350 0.12451 1.3547 0.2140 -1.8846
C -1.31294 -1.66692 -0.31246 1.4322 -1.0362 2.2588
C -2.15047 0.63184 -0.84631 1.5656 -0.5794 -0.3346
C 3.25750 -0.40727 -1.51476 -0.2046 1.4136 -0.5268
C -0.50658 1.60011 0.85157 0.5626 2.6843 1.0478
C 3.97237 -1.04979 -0.51120 -2.5081 1.6620 0.7479
C 2.92324 0.37839 1.14188 -0.4166 -0.0713 -1.4320
C -0.41147 -1.80406 0.73571 1.7960 0.2106 -0.4534
C 3.76646 -0.69854 0.84371 -0.3025 -0.9511 0.0416
C -1.84957 -3.41824 0.85835 0.0920 -0.0131 -0.5347
H 2.19605 3.29644 -0.28451 0.1909 -0.6256 0.1619
H 2.04762 1.39615 -1.95692 0.2749 -0.7810 -0.0920
H 5.50479 -2.04064 -0.43419 0.8698 -0.4887 0.3976
H -2.48874 -4.17637 1.23286 0.1682 -0.8917 0.5100
H -0.23926 -0.09970 -1.42490 0.2456 -0.6013 0.4026
H 3.39396 -0.61254 -2.57152 0.2327 -0.5323 0.2146
H -0.29471 4.52836 -0.75389 -0.0949 -0.0648 -0.6671
H 2.60823 0.65386 2.10859 0.2441 0.1061 1.3670
H -0.21906 -3.33990 2.16927 0.3304 -0.0803 0.5462
H -1.48400 -0.93956 -2.33462 -0.1403 0.3334 0.7594
H -4.97150 0.21045 0.54225 0.2537 0.3194 -0.0722
H -1.20796 3.88596 0.58596 2.6209 0.3364 -1.9134
H -2.07246 0.45347 1.21502 0.6262 1.3313 -0.9539
H 1.63218 2.74249 1.30612 0.0962 0.3379 0.0953
H -2.10564 1.43440 -1.59870 -0.1011 -0.1629 0.3081
H -0.07143 2.07294 -1.08731 0.3698 -0.1111 -1.7260
H 4.12360 -1.43490 1.62522 -0.2040 1.2494 -0.8421
H 0.48541 -1.30131 1.14439 -0.6805 0.2306 -1.0380
```
Forces are in eV/Å.


[5]
DFT (the ωB97M-V functional and the def2-TZVPD basis) results for 2 unconnected molecules or ions with the total composition C15H18O at a distorted geometry.

Output
Relative energy (zero: lowest compared OMol25 entry of this formula, charge and spin)   15.5 kcal/mol
SMILES   Cc1ccc(O)cc1.CCc1ccccc1
Highest occupied orbital energy   -8.4 eV

Geometry as XYZ:
```
34
Properties=species:S:1:pos:R:3:forces:R:3
O 3.13023 -1.47393 0.52024 -0.1926 0.0633 -0.0792
C -3.21805 -1.62247 2.25747 0.0121 -0.1374 -0.5087
C 1.92832 2.22784 -0.90998 0.6202 -0.2684 -0.4650
C -0.70688 -1.74764 1.11528 0.4110 -1.1518 -0.4048
C 2.45473 2.10435 0.37374 0.1125 0.6475 -0.8624
C 2.23316 -0.14722 -1.21417 -0.1390 -0.2013 0.6769
C -3.01959 -1.21209 0.93646 -0.1194 0.2273 0.3477
C -2.65591 -0.25638 -1.85540 -0.8508 -1.2517 -0.2494
C -2.14313 -2.10912 2.96829 0.6241 -1.4468 0.6664
C 2.70006 -0.23914 0.08695 0.8488 -0.2588 0.6985
C 1.74637 3.54966 -1.58529 -0.5557 1.4814 0.2880
C -0.91724 -2.35362 2.34551 -0.4261 1.3203 -0.3564
C -1.75457 -1.20354 0.37540 0.0567 0.5197 0.2207
C -1.45586 -0.58914 -0.97408 -0.3577 -0.0186 -0.1147
C 2.82721 0.87600 0.90000 -0.1716 0.7721 -0.2504
C 1.80925 1.07809 -1.69274 -0.6496 -0.4934 0.3849
H 3.28525 0.89199 1.88244 -0.0510 -0.4949 0.0062
H 2.69399 3.05310 0.84541 -0.1318 -0.2952 0.5104
H -2.47054 -0.44469 -2.91434 0.3298 0.5117 0.0123
H 0.70485 3.84965 -1.75455 -0.0490 -0.5022 -0.2168
H -3.04214 0.72808 -1.68452 0.0861 0.7701 -0.1208
H -0.77952 -1.27440 -1.48934 0.0871 0.2145 -0.0850
H 2.21157 -1.09120 -1.73701 -0.2507 0.1115 -0.4561
H 3.46698 -1.39052 1.41969 -0.0564 -0.0126 -0.0945
H -0.94963 0.36725 -0.82560 0.4378 -0.2342 0.1318
H 2.28073 3.64373 -2.52776 -0.0656 -0.3723 -0.1687
H -0.15563 -2.96222 2.81313 0.1115 0.2821 0.1680
H -3.54052 -0.88565 -1.68739 0.3172 -0.2340 0.2643
H -2.19309 -2.48390 3.98958 -0.6116 0.1278 -0.1388
H 2.09891 4.41644 -1.01354 0.2629 -0.4040 0.3646
H 0.26377 -1.86405 0.64048 -0.0014 0.1461 -0.0101
H 1.24574 1.10070 -2.61689 0.4402 0.2138 -0.3445
H -4.22437 -1.68640 2.65333 0.0954 0.3541 0.1863
H -3.85447 -0.84956 0.35920 -0.1736 0.0141 -0.0005
```
Forces are in eV/Å.


[6]
DFT (the ωB97M-V functional and the def2-TZVPD basis) results for 2 unconnected molecules or ions with the total composition C15H18O2 at a distorted geometry.

Output
Relative energy (zero: lowest compared OMol25 entry of this formula, charge and spin)   24.1 kcal/mol
SMILES   CCc1ccc(O)cc1.Cc1ccc(O)cc1
Highest occupied orbital energy   -8.2 eV

Geometry as XYZ:
```
35
Properties=species:S:1:pos:R:3:forces:R:3
O 1.65464 2.69328 -0.87243 0.2691 0.7064 -0.1343
O -2.68433 -2.49875 1.42555 -0.1126 0.7179 0.1654
C -2.38975 -0.50287 0.17413 0.8917 -0.2415 0.7680
C -0.04755 1.20193 1.89218 -0.3410 -0.4720 0.3188
C 0.92931 0.39485 2.43032 0.8906 -0.1203 0.7603
C 2.52857 1.37560 0.99489 1.4250 0.8388 0.0258
C -0.49610 -1.79076 -1.39695 0.6438 -0.9184 0.3488
C 0.02473 0.37754 -2.57272 -0.8975 -0.1154 -1.7037
C 1.52301 2.11174 0.34098 -0.8982 -0.9727 1.2429
C 2.27729 0.57191 2.08412 -1.6224 0.1980 -0.1791
C 0.57409 -0.66162 3.43028 0.2242 -1.1168 -0.5675
C -0.77081 -0.45734 -1.60896 -0.3648 0.7474 0.1618
C -1.97673 -1.80840 0.44605 -1.0061 -0.8127 0.4134
C -1.04227 -2.49831 -0.30253 -0.1711 1.5331 -0.9596
C 0.23760 2.13791 0.90723 0.7167 -0.2568 -0.9608
C -0.22109 0.05041 -4.09278 0.8207 -0.6088 1.3310
C -1.72152 0.18075 -0.80863 0.0840 0.1070 -0.7378
H -0.50829 -0.79623 3.48018 0.0767 0.0702 0.2958
H 2.57962 2.79021 -1.10475 0.2618 -0.0249 -0.0294
H 1.01436 -0.51748 4.41502 -0.1766 0.2300 0.1277
H 0.25784 0.79766 -4.71271 -0.0930 0.2178 -0.1778
H -0.82989 -3.50922 -0.00651 0.2527 -0.3132 -0.3734
H -2.11727 -3.09087 1.92012 0.2511 -0.1604 -0.0790
H -1.27689 -0.04681 -4.30486 -0.2407 0.1887 -0.0890
H -0.47450 2.78914 0.40394 -0.1554 -0.2931 0.3170
H 0.21129 -2.24601 -2.09668 -0.0870 -0.1536 0.4600
H 0.99376 -1.62537 3.06243 -0.3070 0.4133 0.2670
H 3.59241 1.54815 0.79145 -0.3903 -0.0744 -0.5956
H -0.28273 1.41998 -2.53898 0.2264 0.1329 0.7781
H -1.90294 1.23560 -1.00950 -0.1053 -0.1875 0.2473
H -1.03145 0.91268 2.27213 -0.0473 0.9241 -0.4288
H 1.07101 0.27509 -2.31393 0.3042 0.2478 -0.1517
H 0.25456 -0.89757 -4.31223 -0.0054 -0.3355 -0.2907
H -2.98143 0.02039 0.91036 -0.5136 -0.1534 -0.1857
H 3.03144 0.06280 2.67380 0.1968 0.0580 -0.3849
```
Forces are in eV/Å.


Number 1: energy -1466.2773 Eh, LUMO level 0.5643 eV, Kohn-Sham gap 9.031 eV. Number 2: energy -1357.7342 Eh, LUMO level -0.3877 eV, Kohn-Sham gap 7.854 eV. Number 3: energy -1027.1569 Eh, LUMO level 0.4393 eV, Kohn-Sham gap 9.293 eV. Number 4: energy -1102.3587 Eh, LUMO level 0.6091 eV, Kohn-Sham gap 9.054 eV. Number 5: energy -657.5924 Eh, LUMO level 0.8091 eV, Kohn-Sham gap 9.253 eV. Number 6: energy -732.8279 Eh, LUMO level 0.7481 eV, Kohn-Sham gap 8.904 eV.